DFT (ωB97M-V/def2-TZVPD) results for a single C6H11N molecule.

Bonds (Å) are listed after each position.
CARTESIAN COORDINATES (ANGSTROEM)
1 C 1.39456 1.18157 -0.19361  C2 1.551, H9 1.122, H10 1.098, N18 1.480
2 C -0.15552 1.22703 -0.19773  C1 1.551, C3 1.514, H11 1.082, H12 1.101
3 C -0.65973 -0.19355 -0.34141  C2 1.514, C4 1.525, C5 1.462, H13 1.092
4 C -2.04436 -0.61824 0.13601  C3 1.525, C5 1.508, H14 1.083, H15 1.101
5 C -0.77802 -1.12134 0.78166  C3 1.462, C4 1.508, C6 1.333
6 C -0.18860 -1.90203 1.68733  C5 1.333, H16 1.076, H17 1.079
7 H 2.88620 0.83729 -1.61402  N18 1.011
8 H 1.59400 1.63230 -2.20177  N18 1.047
9 H 1.82773 2.14651 0.18046  C1 1.122
10 H 1.72667 0.43271 0.53768  C1 1.098
11 H -0.53804 1.76790 0.65820  C2 1.082
12 H -0.50561 1.82873 -1.05051  C2 1.101
13 H -0.23241 -0.66302 -1.22977  C3 1.092
14 H -2.69047 0.04546 0.69779  C4 1.083
15 H -2.70081 -1.27501 -0.45522  C4 1.101
16 H -0.80387 -2.23200 2.50550  C6 1.076
17 H 0.88596 -1.97299 1.62182  C6 1.079
18 N 1.87724 0.85879 -1.55481  C1 1.480, H7 1.011, H8 1.047

Its relative energy (zero: lowest compared OMol25 entry of this formula, charge and spin) is 224.36 kJ/mol. The total energy comes out at -7888.2061 eV. Its HOMO energy is -9.14 eV. Its frontier orbital gap is 10.3 eV. Its structure (SMILES) is C=C1C[C@H]1CCN. The calculation puts the LUMO energy at 1.1 eV. The max |F| is 2.0 eV/A.